ORCA calculation (ωB97M-V with the def2-TZVPD basis set) on a cluster of 2 separate species, C5H10FN2 in total at a distorted geometry.

Structure (XYZ):
```
18
Properties=species:S:1:pos:R:3:forces:R:3
F -1.0315 1.5416 -0.3442 -0.2180 -0.5263 -0.2683
N 0.5591 -0.4244 0.0133 -3.1978 1.2955 0.4019
N 2.8216 0.2356 0.3062 0.6781 -1.5508 -0.2531
C -1.9588 -0.5474 -1.1328 1.1336 -1.0489 1.0988
C 1.5004 0.3412 0.3544 1.7540 1.4840 0.4005
C 3.8614 0.2933 -0.4270 -4.1599 1.2989 0.8373
C -1.3873 0.2948 -0.0772 1.7491 1.1326 0.1914
C -1.9751 0.0993 1.2389 -1.9572 0.6733 0.3806
H 0.7590 -1.3192 -0.2799 0.5433 -2.3469 -1.2552
H -1.6740 -0.8199 1.5616 1.1018 -2.7296 0.9460
H 4.7485 0.1493 0.0345 2.9397 -0.9066 1.1245
H -2.0507 -1.4969 -0.6069 0.0086 -0.4212 -0.5127
H -1.7952 0.7541 2.0935 -0.0213 0.5246 -0.7319
H -1.4087 -0.6401 -2.0290 0.7572 0.0256 -0.8412
H 3.7882 0.7578 -1.3675 0.1436 0.1752 -1.5263
H -3.0669 -0.1462 1.0736 0.8355 0.9436 0.2300
H -2.9416 -0.2660 -1.3548 -1.5479 0.8547 -0.2681
H 1.2514 1.1932 0.9433 -0.5425 1.1222 0.0457
```
Forces are in eV/Å.

Output
2S+1   1
E   -405.54318 hartree
Gap between HOMO and LUMO   10.04 eV
LUMO   -4.1 eV
Net charge   +1